Here is 6 unconnected molecules or ions with the total composition C20H21Cl2F14NO19P2S in a non-equilibrium geometry from the OMol25 dataset. Energies are from ωB97M-V/def2-TZVPD.

Last column: Löwdin charge in e.
Cartesian coordinates (Å):
O -2.768 3.037 -0.276  0.06
C -1.588 2.873 -0.216  -0.68
O -0.968 2.099 0.715  -0.28
P -1.660 1.764 2.218  0.61
O -2.948 0.934 1.785  -0.32
Cl -2.388 3.647 2.740  0.28
N -0.638 3.470 -1.052  -0.21
C 0.382 2.520 -1.579  -0.19
C 1.732 2.770 -0.899  -0.06
C 2.519 1.503 -0.681  -0.44
F 1.696 0.589 -0.053  0.09
F 2.901 0.896 -1.842  0.11
C 3.738 1.576 0.279  -0.45
F 3.266 1.905 1.486  0.13
F 4.293 0.369 0.379  0.14
S 5.102 2.835 -0.135  0.78
F 6.090 1.696 -0.620  -0.13
F 4.575 2.988 -1.624  -0.13
F 4.130 3.996 0.344  -0.12
F 5.663 2.678 1.342  -0.12
F 6.210 3.913 -0.434  -0.10
P -1.170 4.514 -2.340  0.63
O -2.197 5.481 -1.559  -0.31
Cl -2.488 3.336 -3.494  0.19
H -3.763 1.482 1.696  0.01
H 0.022 1.508 -1.419  0.13
H 0.464 2.676 -2.655  0.10
H 1.547 3.208 0.082  0.14
H 2.298 3.509 -1.462  0.11
H -2.227 5.309 -0.606  0.06
O 2.025 -4.415 -4.478  0.19
C 2.171 -3.880 -3.436  -0.54
O 3.146 -2.986 -3.143  0.08
C 2.899 -2.457 -1.837  -0.05
C 2.048 -3.543 -1.218  -0.31
F 1.130 -3.039 -0.349  0.06
O 1.378 -4.079 -2.338  0.13
H 2.342 -1.524 -1.918  0.13
H 3.832 -2.277 -1.310  0.14
H 2.606 -4.337 -0.718  0.17
O -5.105 2.590 1.862  0.11
C -6.091 2.148 2.366  -0.52
O -7.325 2.249 1.847  0.09
C -8.219 1.476 2.660  -0.04
C -7.470 1.420 3.976  -0.31
F -7.674 0.263 4.640  0.09
O -6.117 1.488 3.548  0.15
H -8.330 0.480 2.231  0.15
H -9.189 1.958 2.728  0.14
H -7.669 2.254 4.650  0.18
O -2.484 -5.002 4.682  0.19
C -1.717 -4.694 3.838  -0.55
O -1.759 -3.552 3.117  0.08
C -0.583 -3.487 2.302  -0.05
C -0.187 -4.942 2.207  -0.32
F 1.157 -5.110 2.135  0.07
O -0.653 -5.461 3.440  0.11
H 0.183 -2.903 2.814  0.15
H -0.803 -3.035 1.340  0.13
H -0.654 -5.488 1.385  0.17
O 2.267 -11.702 2.601  0.19
C 1.686 -10.680 2.491  -0.55
O 0.975 -10.074 3.473  0.08
C 0.551 -8.793 2.999  -0.05
C 0.589 -8.990 1.499  -0.31
F 0.914 -7.850 0.836  0.07
O 1.624 -9.936 1.345  0.13
H 1.261 -8.028 3.317  0.14
H -0.437 -8.548 3.378  0.14
H -0.330 -9.392 1.069  0.17
O 1.655 5.778 -2.935  0.13
C 1.619 6.539 -3.840  -0.56
O 0.568 6.702 -4.673  0.06
C 0.841 7.809 -5.537  -0.04
C 2.353 7.872 -5.493  -0.31
F 2.822 9.136 -5.601  0.08
O 2.635 7.374 -4.197  0.14
H 0.400 8.715 -5.120  0.15
H 0.438 7.628 -6.529  0.14
H 2.857 7.247 -6.232  0.17

ΔE to the lowest compared entry with this formula, charge and spin in kcal/mol: 0.00
HOMO in eV: -9.23
Energy in eV: -153978.8950
Structure (SMILES): O=C(OP(O)Cl)N(CCC(F)(F)C(F)(F)S(F)(F)(F)(F)F)P(O)Cl.O=C1OC[C@@H](F)O1.O=C1OC[C@@H](F)O1.O=C1OC[C@@H](F)O1.O=C1OC[C@@H](F)O1.O=C1OC[C@@H](F)O1
Net charge: 0
Molecular weight in Da: 1010.3
Maximum force in Eh/bohr: 0.027

Here is 5 unconnected molecules or ions with the total composition C20H21Cl2F4O13P in a non-equilibrium geometry from the OMol25 dataset. Energies are from ωB97M-V/def2-TZVPD.

Last column: Löwdin charge in e.
Cartesian coordinates (Å):
C 2.279 -0.779 -0.763  0.06
C 1.040 -0.220 -1.198  -0.14
C -0.395 0.588 -1.347  -0.36
P -1.802 -0.609 -1.963  0.90
C -3.185 -0.385 -0.645  -0.35
C -4.617 -1.117 -1.066  -0.15
O -5.696 -0.714 -0.341  -0.11
C -1.153 -2.405 -2.035  -0.77
Cl -0.876 -3.138 -3.756  0.43
C -0.819 -3.278 -0.877  -0.61
C -1.011 -2.735 0.658  -0.14
Cl -0.149 -5.008 -1.202  0.49
H 3.406 -0.937 -0.400  0.07
H -0.717 1.179 -0.390  0.06
H -0.249 1.358 -2.246  0.10
H -3.434 0.783 -0.633  0.11
H -2.841 -0.638 0.455  0.08
H -4.745 -1.883 -1.942  0.13
H -2.141 -2.943 0.984  0.10
H -0.690 -1.612 0.820  0.08
H -0.362 -3.460 1.349  0.09
O 3.057 1.669 -2.800  0.14
C 3.318 2.465 -1.914  -0.50
O 3.429 3.815 -2.104  0.08
C 3.604 4.386 -0.823  -0.08
C 4.153 3.246 -0.034  -0.32
F 3.764 3.323 1.259  0.07
O 3.541 2.118 -0.615  0.11
H 2.638 4.735 -0.446  0.13
H 4.293 5.234 -0.862  0.15
H 5.242 3.144 -0.090  0.18
O -1.259 3.092 0.046  0.12
C -1.031 4.278 -0.123  -0.48
O -1.650 5.284 0.566  0.09
C -1.016 6.486 0.174  -0.07
C -0.447 6.131 -1.157  -0.33
F 0.699 6.809 -1.387  0.08
O -0.134 4.762 -1.027  0.13
H -0.247 6.747 0.908  0.15
H -1.736 7.306 0.113  0.15
H -1.139 6.273 -1.994  0.18
O 2.829 3.419 7.080  0.15
C 2.979 2.626 6.164  -0.50
O 2.553 2.846 4.882  0.07
C 3.031 1.761 4.112  -0.09
C 3.221 0.695 5.137  -0.33
F 4.246 -0.119 4.802  0.08
O 3.583 1.412 6.295  0.14
H 3.968 2.049 3.623  0.14
H 2.307 1.476 3.345  0.15
H 2.323 0.101 5.338  0.18
O -3.843 -9.707 -4.150  0.15
C -3.582 -8.910 -3.264  -0.50
O -3.471 -7.560 -3.454  0.08
C -3.296 -6.989 -2.173  -0.09
C -2.747 -8.129 -1.384  -0.34
F -3.136 -8.052 -0.091  0.08
O -3.359 -9.258 -1.965  0.14
H -4.262 -6.640 -1.795  0.15
H -2.607 -6.141 -2.212  0.10
H -1.658 -8.231 -1.440  0.17

HOMO in eV: -8.89
Energy in eV: -92891.7073
Structure (SMILES): C#CCP(CC=O)/C(Cl)=C(\C)Cl.O=C1OC[C@@H](F)O1.O=C1OC[C@@H](F)O1.O=C1OC[C@@H](F)O1.O=C1OC[C@@H](F)O1
Net charge: 0
Molecular weight in Da: 647.2
Maximum force in Eh/bohr: 0.193

Here is C20H21ClF3N3O2 in the gas phase from the OMol25 dataset. Energies are from ωB97M-V/def2-TZVPD.

Last column: Löwdin charge in e.
Cartesian coordinates (Å):
C -4.534 -2.650 -1.121  -0.04
C -3.363 -2.172 -0.322  -0.27
C -2.071 -2.589 -0.620  -0.05
C -0.992 -2.140 0.116  -0.03
C -1.190 -1.249 1.167  -0.13
C -0.070 -0.681 1.944  -0.44
O -0.175 0.250 2.705  0.12
O 1.096 -1.309 1.704  -0.03
C 2.248 -0.771 2.351  -0.13
C 2.798 0.449 1.616  -0.15
N 3.689 0.107 0.515  -0.16
C 3.211 -0.858 -0.462  -0.14
C 2.651 -0.199 -1.747  -0.15
N 2.059 1.073 -1.406  -0.06
C 0.761 1.259 -1.070  -0.28
N 0.526 2.208 -0.148  0.12
C -0.689 2.516 0.238  -0.06
C -1.818 1.901 -0.282  -0.11
C -3.186 2.324 0.142  -0.59
F -3.473 3.581 -0.259  0.13
F -4.159 1.548 -0.363  0.13
F -3.352 2.322 1.473  0.14
C -1.627 0.929 -1.263  -0.04
C -0.351 0.600 -1.658  -0.53
Cl -0.242 -0.549 -2.951  0.75
C 3.071 2.016 -0.950  -0.12
C 4.184 1.285 -0.159  -0.16
C -2.485 -0.836 1.479  -0.01
C -3.557 -1.298 0.745  -0.04
H -4.213 -3.120 -2.047  0.08
H -5.104 -3.380 -0.545  0.09
H -5.200 -1.821 -1.354  0.08
H -1.907 -3.270 -1.443  0.11
H 0.007 -2.468 -0.127  0.11
H 1.968 -0.479 3.368  0.13
H 2.982 -1.578 2.379  0.14
H 3.400 1.025 2.324  0.13
H 1.945 1.076 1.317  0.10
H 2.445 -1.481 -0.006  0.10
H 4.054 -1.503 -0.740  0.12
H 3.458 -0.003 -2.460  0.12
H 1.934 -0.864 -2.216  0.04
H -0.760 3.282 0.997  0.14
H -2.474 0.444 -1.723  0.12
H 3.504 2.501 -1.833  0.12
H 2.583 2.770 -0.336  0.11
H 4.618 1.964 0.576  0.12
H 4.981 0.962 -0.833  0.12
H -2.625 -0.148 2.299  0.12
H -4.557 -0.972 0.989  0.12

ΔE to the lowest compared entry with this formula, charge and spin in kcal/mol: 2.27
HOMO in eV: -8.06
Energy in eV: -50322.0568
Structure (SMILES): Cc1ccc(C(=O)OCCN2CCN(c3ncc(C(F)(F)F)cc3Cl)CC2)cc1
Net charge: 0
Molecular weight in Da: 427.9
Maximum force in Eh/bohr: 0.015

Here is C20H21ClN2O5S in the gas phase from the OMol25 dataset. Energies are from ωB97M-V/def2-TZVPD.

Last column: Löwdin charge in e.
Cartesian coordinates (Å):
C 6.423 0.748 -0.185  -0.05
C 5.002 0.295 -0.337  -0.28
C 4.709 -1.047 -0.543  -0.05
C 3.399 -1.460 -0.707  -0.07
C 2.365 -0.541 -0.667  -0.04
C 2.638 0.806 -0.464  -0.23
C 1.521 1.807 -0.378  -0.13
C 0.924 1.816 1.035  -0.16
N -0.231 2.682 1.112  0.07
C -1.480 2.204 1.239  -0.52
O -1.734 1.044 1.508  0.06
C -2.588 3.242 1.079  -0.13
C -3.794 2.538 0.497  -0.21
S -3.256 1.689 -1.043  0.70
O -4.293 1.833 -2.027  -0.32
O -1.952 2.186 -1.399  -0.30
C -3.080 -0.062 -0.660  -0.29
C -1.836 -0.643 -0.812  0.03
C -1.649 -1.979 -0.501  -0.18
C -2.741 -2.739 -0.055  -0.15
C -3.991 -2.156 0.083  -0.02
C -4.155 -0.811 -0.218  -0.63
Cl -5.700 -0.083 -0.064  0.77
N -2.542 -4.092 0.200  0.16
C -1.314 -4.675 0.242  -0.44
O -1.160 -5.858 0.423  0.09
C -0.158 -3.692 0.105  -0.06
O -0.426 -2.546 -0.679  -0.02
C 3.957 1.207 -0.298  -0.01
H 7.000 0.025 0.388  0.08
H 6.890 0.847 -1.165  0.08
H 6.474 1.714 0.313  0.07
H 5.512 -1.769 -0.577  0.11
H 3.180 -2.505 -0.869  0.10
H 1.347 -0.873 -0.798  0.09
H 1.896 2.806 -0.615  0.12
H 0.727 1.567 -1.087  0.11
H 0.587 0.814 1.310  0.12
H 1.677 2.149 1.758  0.13
H -0.106 3.619 0.763  0.15
H -2.261 4.040 0.413  0.12
H -2.828 3.666 2.058  0.13
H -4.158 1.767 1.169  0.08
H -4.596 3.212 0.213  0.11
H -1.021 -0.038 -1.170  0.12
H -4.832 -2.741 0.418  0.12
H -3.348 -4.680 0.369  0.17
H 0.690 -4.196 -0.362  0.14
H 0.134 -3.390 1.124  0.15
H 4.176 2.255 -0.140  0.12

ΔE to the lowest compared entry with this formula, charge and spin in kcal/mol: 2.14
HOMO in eV: -8.74
Energy in eV: -57656.9986
Structure (SMILES): Cc1cccc(CCNC(=O)CCS(=O)(=O)c2cc3c(cc2Cl)NC(=O)CO3)c1
Net charge: 0
Molecular weight in Da: 436.9
Maximum force in Eh/bohr: 0.015

Here is C20H21ClN2O5S in the gas phase from the OMol25 dataset. Energies are from ωB97M-V/def2-TZVPD.

Last column: Löwdin charge in e.
Cartesian coordinates (Å):
C 4.127 -0.266 -3.740  -0.06
C 3.108 -0.032 -2.628  -0.31
C 2.092 1.051 -3.041  -0.13
N 1.156 1.296 -1.965  0.08
C 1.271 2.388 -1.185  -0.50
O 1.930 3.364 -1.479  0.06
C 0.475 2.351 0.123  -0.11
C -0.863 1.635 0.073  -0.21
S -0.657 -0.119 0.536  0.69
O 0.066 -0.185 1.772  -0.30
O -0.114 -0.865 -0.573  -0.35
C -2.330 -0.717 0.859  -0.29
C -2.659 -1.062 2.157  0.04
C -3.924 -1.546 2.454  -0.19
C -4.870 -1.668 1.421  -0.15
C -4.532 -1.328 0.119  -0.02
C -3.258 -0.853 -0.160  -0.63
Cl -2.843 -0.427 -1.769  0.78
N -6.150 -2.094 1.747  0.16
C -6.495 -2.575 2.974  -0.44
O -7.624 -2.891 3.253  0.10
C -5.319 -2.741 3.928  -0.06
O -4.242 -1.843 3.738  0.01
C 3.728 0.382 -1.314  -0.21
C 4.707 1.364 -1.243  -0.03
C 5.195 1.783 -0.019  -0.08
C 4.703 1.238 1.154  -0.09
C 3.723 0.262 1.095  -0.08
C 3.243 -0.164 -0.131  -0.04
H 3.632 -0.659 -4.625  0.08
H 4.627 0.659 -4.015  0.07
H 4.878 -0.983 -3.416  0.08
H 2.552 -0.962 -2.461  0.14
H 1.543 0.733 -3.933  0.13
H 2.602 1.995 -3.245  0.13
H 0.718 0.463 -1.588  0.08
H 1.108 1.859 0.869  0.11
H 0.344 3.388 0.439  0.13
H -1.325 1.673 -0.910  0.08
H -1.547 2.024 0.824  0.11
H -1.918 -0.951 2.932  0.13
H -5.260 -1.420 -0.672  0.12
H -6.876 -2.043 1.043  0.17
H -4.964 -3.779 3.825  0.15
H -5.665 -2.597 4.954  0.14
H 5.087 1.817 -2.145  0.11
H 5.956 2.550 0.020  0.10
H 5.078 1.575 2.109  0.10
H 3.318 -0.164 2.002  0.10
H 2.469 -0.917 -0.164  0.10

ΔE to the lowest compared entry with this formula, charge and spin in kcal/mol: 2.35
HOMO in eV: -8.84
Energy in eV: -57656.9895
Structure (SMILES): C[C@H](CNC(=O)CCS(=O)(=O)c1cc2c(cc1Cl)NC(=O)CO2)c1ccccc1
Net charge: 0
Molecular weight in Da: 436.9
Maximum force in Eh/bohr: 0.014